[1]
The following is a DFT calculation (wB97M-V/def2-TZVPD) of a molecular structure, C33H45BF4FeN3OSi.

Each line ends with the Mulliken spin population.
CARTESIAN COORDINATES (ANGSTROEM)
C -0.94472 2.44985 -3.79268  0.004
C 5.60805 0.53244 1.17533  0.008
H 2.26684 4.93038 0.18646  0.000
H -1.61652 2.37043 -1.73280  0.004
H -0.26325 -1.22997 -3.17368  -0.010
C -3.09006 0.16126 3.57085  0.001
H -1.14114 -1.22717 4.18931  0.000
H 4.48664 -0.42377 -1.86521  0.000
C 3.47074 -0.85697 -0.02635  0.107
H -2.87782 -1.72245 -3.75509  0.001
H 0.98073 1.73460 3.95803  -0.001
O -2.12373 -0.17212 1.42641  0.046
C 1.05106 -0.62445 -0.45123  0.704
H -1.64066 5.86867 -1.05126  0.000
H 4.59934 0.12378 3.03004  0.001
H 0.66447 -0.19996 2.11415  0.125
C -1.22792 1.81888 -2.58506  0.004
C 4.58568 -0.00091 1.95340  0.002
C -1.07885 1.50546 4.58911  0.003
H -3.28750 -0.78393 -1.57528  -0.003
H -4.04417 0.28496 3.06074  0.000
H -0.29880 5.19565 -1.97778  0.000
C 1.65130 4.02604 0.13990  0.000
F 0.20244 -3.65120 2.94552  -0.004
H 6.34301 0.78331 -0.82238  0.000
H -2.19976 2.94574 0.77770  0.001
H -0.02716 6.60123 -0.93334  0.000
F -0.82784 -5.10025 1.49785  0.002
H -2.32841 -3.61013 -5.21130  0.000
C -2.89077 -1.65704 -1.06624  0.095
Si -0.18518 4.40906 0.40187  -0.003
H -3.21772 -0.49148 4.43881  0.000
C 0.05193 1.31565 3.55893  -0.019
H 2.74157 -1.07648 1.97519  0.006
H -0.15981 2.17138 -5.77343  0.000
H -3.18625 1.95439 4.75786  0.000
H -2.51046 2.19323 3.14152  0.001
H 1.61399 -2.41030 -2.50231  -0.036
C -0.39733 1.70672 -4.82267  -0.003
H 1.31539 0.37671 -0.81900  -0.039
C -2.64011 -2.79298 -1.89613  -0.027
C -0.14723 0.35884 -4.61683  0.024
C 2.44980 -1.81407 -2.13296  0.086
F -0.89480 -2.84999 1.06194  -0.025
C -1.13134 2.93472 0.55986  0.009
B -0.89811 -3.84449 2.10456  0.049
C -2.05321 -0.39067 2.63655  -0.015
H 1.00968 -0.65788 3.78094  0.001
H 2.89280 -3.56607 -0.12669  0.003
H 0.23541 5.08122 2.76846  0.000
H -0.78915 2.00612 0.09831  0.022
H -1.14677 3.50802 -3.89761  0.000
C -2.51072 1.52936 4.00964  -0.002
H -1.01920 0.75232 5.38807  0.000
H -0.20087 1.90004 2.66188  0.009
C 2.03215 -2.90992 0.04238  0.099
H -0.92177 2.47107 5.07714  0.000
Fe -1.00089 -0.93170 -0.21940  3.699
C -0.45382 -0.18433 -3.37794  0.011
N -0.96046 -0.89596 3.25611  -0.002
C -2.63185 -2.68131 -3.31347  -0.004
C 2.24643 -1.55070 -0.63372  0.155
H -3.30314 -1.84942 -0.07962  -0.006
C 0.29011 -0.14579 3.13969  -0.096
H 0.28551 -0.26703 -5.38620  0.001
C -2.02829 -4.99795 -3.59776  0.022
N -1.49642 -6.98917 -5.16072  0.010
F -2.09476 -3.72362 2.82725  0.000
C 3.53754 -0.68174 1.35962  -0.026
N -0.98460 0.52257 -2.38345  0.005
C 4.50257 -0.31883 -0.78888  0.020
H 3.36918 -2.38133 -2.31760  0.004
C -0.31177 5.53468 1.93688  0.000
H 1.86653 -2.82447 1.11415  -0.015
H 0.07850 6.54495 1.77493  0.000
C -1.72739 -6.10150 -4.45894  -0.003
C -2.32611 -3.74138 -4.13480  -0.010
C -0.56868 5.65133 -1.01867  0.000
H 1.80596 3.56831 -0.84158  0.001
H -1.84996 -6.11271 -1.76154  -0.001
C 5.55936 0.36941 -0.19797  -0.002
C -2.07037 -5.14798 -2.20249  -0.009
H 2.48475 -0.88792 -2.71075  0.016
H 1.14306 -3.38952 -0.36904  -0.012
H -2.39425 -4.24371 -0.31235  0.003
H -1.35882 5.61957 2.24397  0.000
H 6.42481 1.07440 1.63721  0.001
C -2.38237 -4.09263 -1.38266  0.007
H 2.01575 3.31864 0.88832  0.000

Values from the calculation:
Charge: -2
ΔE to the lowest compared entry with this formula, charge and spin in kcal/mol: 27.4
HOMO (spin up / spin down) in Eh: -0.024 / -0.024
HOMO-LUMO gap (spin up / spin down) in eV: 5.093 / 5.082
2S+1: 6



[2]
The following is a DFT calculation (wB97M-V/def2-TZVPD) of a molecular structure, C33H45InN5O at a distorted geometry.

Each line ends with the Löwdin charge.
CARTESIAN COORDINATES (ANGSTROEM)
C -3.06702 -1.48040 1.23783  -0.066
H 3.83381 0.35607 2.20578  0.053
H -6.07459 -3.31296 -3.69799  0.077
C -3.08208 0.14007 -2.19671  -0.119
C -0.96264 1.07211 -1.29112  -0.196
C 4.43382 3.06234 -0.69632  -0.119
H 6.20024 -2.76003 1.53626  0.077
H 0.85202 -2.68510 1.62839  0.046
C 0.32156 2.81995 -0.20946  -0.184
H 0.65665 2.47962 3.12598  0.067
C 0.06342 -0.25571 2.93253  -0.269
C -0.63870 -1.22797 2.11158  -0.403
H 5.70279 -2.64969 -0.99933  0.070
C 2.27776 3.89305 -1.31638  -0.041
H -4.07305 1.15085 2.05006  0.056
H 4.67821 -3.43054 0.89878  0.087
In 0.13917 -0.27618 -0.04165  0.924
N 3.88121 -1.61028 -0.89187  -0.131
H -3.46629 -3.00646 -3.45163  0.117
H -3.47663 -2.29410 1.86240  0.077
C -1.99043 -0.71360 1.91321  -0.279
H 1.98632 -2.15864 -1.62750  0.057
C -0.29441 2.18168 3.58862  -0.074
C -5.31489 -0.70239 -1.80509  -0.020
N -2.07879 1.16071 -2.07372  -0.031
H 1.98196 -1.19340 3.07229  0.047
N 2.49073 2.23578 0.46841  0.108
H 5.51647 3.01552 -0.77299  0.076
C -4.37122 0.32433 -1.65544  -0.193
C 1.38961 -0.41903 3.56350  -0.070
H -3.28791 2.09050 3.34876  0.072
C 3.57896 -1.26527 0.38645  -0.472
H 2.44540 -0.48844 -2.01124  0.069
C -4.80418 1.54748 -0.90120  -0.044
H -2.96334 2.67018 -3.29531  0.110
H 4.82072 -3.06874 2.64930  0.086
H -0.60302 -1.23685 -2.62215  0.011
H -1.02610 2.96751 3.37963  0.063
C -2.15857 2.42456 -2.64295  -0.071
N 4.57097 -1.38914 1.36816  -0.141
H -0.11945 2.73361 0.79468  0.081
H -5.31070 2.28079 -1.54770  0.084
H 4.11413 4.58565 -2.22105  0.090
C 4.54318 -0.42804 2.48110  -0.068
C -3.12541 1.59319 2.37900  -0.077
H 1.96998 0.50848 3.51515  0.067
C -3.71990 -2.06603 -2.95558  -0.010
O 2.42998 -0.81090 0.65739  -0.126
C -0.21345 -2.63979 1.88030  -0.123
H -1.12715 -0.54942 -4.16982  0.090
H -0.38013 -3.29454 2.74873  0.075
H -0.75813 -3.06574 1.03156  0.050
H 1.57930 4.54627 -1.84159  0.090
C -6.03965 -2.97752 -2.65311  -0.063
C -1.19331 3.18441 -2.13347  -0.040
H -1.32425 -2.28447 -3.84629  0.076
H -2.70322 -1.95338 0.31519  0.062
H 4.40727 1.60700 0.89509  0.075
H -3.89547 -0.83452 0.93010  0.055
H -7.04118 -2.63514 -2.37563  0.070
C -1.38317 -1.28558 -3.39598  -0.058
C -5.01062 -1.89901 -2.45522  -0.274
H -0.12116 2.13551 4.67492  0.072
C 5.10474 -2.73584 1.63558  -0.065
H -5.54108 1.26376 -0.13260  0.080
H 4.21034 -0.89140 3.42402  0.082
H 5.85792 -0.88127 -0.92418  0.093
N -0.48241 2.37698 -1.24113  -0.120
C -2.02535 0.60083 2.44622  -0.256
H 5.25534 -1.65062 -2.44123  0.082
H -0.98630 4.23325 -2.19707  0.110
C -0.74821 0.88938 3.02331  -0.270
C 3.65587 3.90211 -1.50469  -0.113
H 1.33669 -0.68217 4.63121  0.079
C 5.25940 -1.70639 -1.34513  -0.055
H -5.80614 -3.86162 -2.04720  0.081
H -2.86927 2.38579 1.65933  0.065
H 3.26791 -1.84609 -2.85858  0.077
C 1.72055 2.98348 -0.35686  -0.318
H 5.53405 0.03512 2.62771  0.086
H -6.31414 -0.57377 -1.37799  0.117
C 2.83694 -1.51516 -1.90471  -0.079
H -3.98947 2.06133 -0.38239  0.067
C 3.80586 2.26051 0.26141  -0.169
C -2.74867 -1.06646 -2.83067  -0.195

Values from the calculation:
Charge: -1
ΔE to the lowest compared entry with this formula, charge and spin in kcal/mol: 0.0
HOMO in Eh: -0.056
HOMO-LUMO gap in eV: 4.059



> Which value of charge does entry 1 give?

-2



> Which of these has the lowest ΔE to the lowest compared entry with this formula, charge and spin?

C33H45InN5O



> Which of these has the highest ΔE to the lowest compared entry with this formula, charge and spin?

C33H45BF4FeN3OSi